C9H16N2O | ωB97M-V/def2-TZVPD

2S+1 ... 1
E_tot ... -14617.1865 eV
Energy above the lowest of the compared OMol25 structures with the same formula, charge and spin ... 3.5969 eV

Positions of all 28 atoms, in Å:
H  -3.071  1.847  3.521
N  -2.521  1.283  4.173
C  -1.760  0.551  3.443
N  -1.743  0.528  2.054
C  -0.776  -0.337  4.050
C  0.139  -1.031  4.412
C  1.213  -1.936  4.815
H  -2.589  0.890  1.621
H  -1.440  -0.337  1.612
H  1.946  -1.986  3.997
H  1.708  -1.568  5.723
H  0.824  -2.942  4.985
C  0.042  2.146  -3.657
C  0.698  0.821  -3.419
C  0.537  0.114  -2.300
C  0.036  0.711  -1.028
O  0.837  -1.225  -2.188
C  1.219  -1.897  -3.403
H  0.323  2.859  -2.858
H  -1.056  2.069  -3.600
H  0.348  2.610  -4.592
H  1.381  0.431  -4.167
H  -0.012  -0.074  -0.279
H  -0.936  1.217  -1.203
H  0.679  1.525  -0.663
H  0.536  -1.691  -4.237
H  1.177  -2.963  -3.152
H  2.260  -1.612  -3.661